1.
Entry from OMol25: C23H22BrFMoN3O5SbSe4 as an isolated structure (ωB97M-V/def2-TZVPD).

Results
Multiplicity: 3
Gap between HOMO and LUMO (spin up / spin down) in eV: 4.26 / 4.41
HOMO energy (spin up / spin down) in eV: -6.13 / -6.28
E_LUMO (spin up / spin down) in eV: -1.870 / -1.870

Each line ends with the Löwdin charge.
Geometry (Å):
Mo  2.287  2.648  -0.930  1.08
C  -2.898  -0.278  3.949  -0.06
C  -1.638  -1.092  3.697  -0.18
N  -0.879  -0.595  2.545  -0.02
C  0.094  0.312  2.752  0.05
C  0.806  0.931  1.768  -0.01
C  1.773  2.040  2.164  -0.58
O  2.037  2.143  3.350  0.05
O  2.183  2.785  1.212  -0.16
C  0.555  0.559  0.435  -0.24
O  1.155  1.029  -0.570  -0.22
C  -0.494  -0.409  0.188  -0.03
C  -0.787  -0.733  -1.147  0.05
C  -1.833  -1.566  -1.381  -0.21
F  -2.171  -1.907  -2.644  0.05
C  -2.625  -2.080  -0.341  -0.17
C  -2.317  -1.791  0.964  0.07
C  -1.228  -0.945  1.250  -0.11
N  -3.788  -2.875  -0.649  -0.09
C  -4.796  -2.115  -1.383  -0.14
C  -6.076  -2.917  -1.458  -0.09
N  -5.774  -4.222  -2.149  0.06
C  -4.694  -4.989  -1.431  -0.09
C  -3.458  -4.117  -1.339  -0.15
H  -3.429  -0.671  4.816  0.08
H  -3.570  -0.304  3.091  0.07
H  -2.641  0.762  4.147  0.09
H  -1.860  -2.146  3.533  0.11
H  -0.971  -1.039  4.555  0.13
H  0.315  0.591  3.777  0.15
H  -0.236  -0.278  -1.964  0.06
H  -2.948  -2.199  1.740  0.11
H  -4.469  -1.857  -2.400  0.14
H  -4.996  -1.180  -0.862  0.15
H  -6.845  -2.404  -2.031  0.14
H  -6.451  -3.167  -0.467  0.14
H  -5.458  -4.021  -3.101  0.19
H  -6.618  -4.788  -2.226  0.18
H  -4.503  -5.902  -1.991  0.14
H  -5.084  -5.230  -0.444  0.14
H  -3.057  -3.942  -2.347  0.13
H  -2.700  -4.655  -0.771  0.15
Se  -1.428  1.553  -3.588  -0.16
Sb  0.283  3.275  -3.717  -0.25
Se  2.570  2.129  -3.303  0.06
Se  0.535  4.286  -1.347  0.06
Se  0.405  4.965  -5.393  -0.18
Br  6.179  1.021  1.916  0.80
C  6.926  2.412  0.870  -0.60
C  8.261  2.717  1.083  -0.13
C  8.853  3.754  0.378  -0.08
C  8.109  4.500  -0.523  -0.07
C  6.772  4.201  -0.719  -0.01
C  6.169  3.146  -0.038  -0.16
C  4.740  2.870  -0.356  -0.62
O  4.285  1.705  -0.449  -0.13
O  3.967  3.859  -0.589  -0.15
H  8.829  2.144  1.802  0.09
H  9.898  3.982  0.543  0.10
H  8.567  5.315  -1.069  0.11
H  6.167  4.776  -1.408  0.13

---

2.
Entry from OMol25: a 3-piece molecular cluster, C6H14NS overall in a non-equilibrium geometry (ωB97M-V/def2-TZVPD).

Results
Multiplicity: 2
Gap between HOMO and LUMO (spin up / spin down) in eV: 6.66 / 6.32
HOMO energy (spin up / spin down) in eV: -8.04 / -8.02
E_LUMO (spin up / spin down) in eV: -1.377 / -1.700

Each line ends with the Löwdin charge.
Geometry (Å):
C  -0.638  -1.305  0.525  -0.32
N  -0.507  -1.152  -0.758  0.00
C  0.317  -0.062  -1.252  -0.56
C  1.096  -0.496  -2.502  -0.59
S  2.077  0.862  -3.174  0.64
C  -0.611  1.135  -1.528  -0.12
C  0.183  -0.773  1.575  -0.04
C  -0.476  -0.696  2.953  -0.15
H  -1.448  0.372  1.047  0.25
H  -1.539  -1.847  0.833  0.11
H  0.561  2.243  0.607  0.05
H  1.101  0.313  -0.582  0.07
H  1.808  -1.296  -2.264  0.07
H  0.404  -0.896  -3.254  0.08
H  0.005  2.018  -1.741  0.04
H  -1.249  0.956  -2.396  0.08
H  -1.221  1.307  -0.632  0.03
H  0.801  1.874  1.196  0.05
H  1.208  -0.439  1.418  0.10
H  -1.508  -1.048  2.903  0.07
H  -0.418  0.302  3.391  0.07
H  0.056  -1.370  3.636  0.07

---

3.
Entry from OMol25: C25H45AlClF5OPTe as an isolated structure in a non-equilibrium geometry (ωB97M-V/def2-TZVPD).

Results
Charge: -1
Gap between HOMO and LUMO (spin up / spin down) in eV: 3.88 / 3.82
HOMO energy (spin up / spin down) in eV: -1.70 / -1.64
E_LUMO (spin up / spin down) in eV: 2.187 / 2.183

Each line ends with the Löwdin charge.
Geometry (Å):
Al  0.902  3.647  2.882  -0.35
P  -0.353  0.244  -0.451  1.21
Cl  2.139  3.838  1.073  0.31
C  -1.287  -0.481  1.102  -0.37
H  -0.472  -0.955  1.616  0.03
H  -1.622  0.429  1.610  0.09
C  1.457  0.465  -0.220  -0.36
C  -1.148  1.905  -0.458  -0.39
C  2.250  0.600  -1.546  -0.20
H  1.519  1.445  0.297  0.06
C  3.707  0.968  -1.304  -0.20
H  2.197  -0.363  -2.074  0.10
H  1.780  1.342  -2.213  0.10
C  4.399  0.147  -0.238  -0.20
H  4.237  0.858  -2.248  0.11
H  3.743  2.021  -1.023  0.10
C  3.544  -0.101  0.991  -0.20
H  4.679  -0.823  -0.647  0.11
H  5.321  0.634  0.071  0.11
C  2.143  -0.583  0.643  -0.20
H  4.003  -0.821  1.670  0.11
H  3.435  0.818  1.570  0.10
H  2.195  -1.528  0.087  0.12
H  1.578  -0.760  1.560  0.06
C  -0.810  -0.811  -1.881  -0.37
C  -2.635  1.852  -0.781  -0.19
H  -1.030  2.235  0.586  0.10
C  -3.262  3.219  -0.531  -0.19
H  -2.739  1.572  -1.834  0.11
H  -3.145  1.080  -0.190  0.11
C  -2.540  4.356  -1.246  -0.20
H  -4.303  3.176  -0.852  0.11
H  -3.247  3.397  0.550  0.12
C  -1.021  4.325  -1.100  -0.20
H  -2.775  4.329  -2.312  0.10
H  -2.926  5.314  -0.889  0.10
C  -0.404  2.932  -1.309  -0.21
H  -0.549  5.035  -1.786  0.11
H  -0.756  4.656  -0.092  0.10
H  -0.477  2.657  -2.372  0.10
H  0.654  2.991  -1.002  0.05
C  -0.062  -2.152  -1.883  -0.19
H  -1.884  -1.028  -1.734  0.11
C  -0.526  -3.066  -3.030  -0.19
H  1.018  -1.963  -1.984  0.09
H  -0.223  -2.656  -0.920  0.11
C  -0.551  -2.382  -4.390  -0.21
H  0.117  -3.951  -3.045  0.11
H  -1.528  -3.435  -2.797  0.11
C  -1.217  -1.022  -4.362  -0.21
H  0.476  -2.264  -4.735  0.11
H  -1.053  -3.027  -5.110  0.10
C  -0.679  -0.117  -3.256  -0.20
H  -1.115  -0.516  -5.321  0.11
H  -2.288  -1.151  -4.204  0.11
H  0.381  0.106  -3.448  0.10
H  -1.213  0.846  -3.263  0.09
C  1.415  -4.465  2.603  -0.03
C  -2.230  -1.402  0.922  -0.35
H  2.002  -5.032  1.850  0.04
C  -2.693  -2.207  2.059  -0.28
H  -2.925  -1.438  0.089  0.05
C  -1.714  -2.402  3.285  -0.18
H  -3.566  -1.775  2.549  0.07
H  -2.908  -3.237  1.727  0.08
C  -0.821  -3.699  3.128  -0.23
H  -1.055  -1.488  3.369  0.08
H  -2.353  -2.598  4.191  0.10
C  0.407  -3.548  2.419  -0.23
H  -0.455  -3.852  4.160  0.11
H  -1.433  -4.619  2.896  0.13
H  0.739  -2.641  1.909  0.08
H  2.000  -4.202  3.451  0.04
F  -0.646  3.396  2.303  -0.18
Te  1.555  0.730  4.728  1.91
F  1.125  -0.789  3.650  -0.45
F  -0.420  0.815  4.777  -0.56
F  1.102  4.798  4.150  -0.22
F  3.399  0.210  4.210  -0.57
O  1.442  1.958  3.348  -0.58

---

It is found that the energy relative to the best compared isomer or geometry (same formula, charge and spin) values, taken in the order of the records, are 155.5, 512.2, 130.9 kJ/mol.